# 1
Computed, not measured: C38H34N4O2OsP as an isolated structure, with the ωB97M-V functional and the def2-TZVPD basis.

Computed properties:
* energy above the lowest of the compared OMol25 structures with the same formula, charge and spin: 0.00 kcal per mole
* charge: +3
* gap between HOMO and LUMO: 5.16 eV
* E_HOMO: -15.2 eV

Last column: Mulliken charge in e.
Element x y z (Å)
Os: -0.08 -0.27 0.14  0.808
C: -2.89 -0.99 -0.59  -0.979
C: -3.33 0.23 0.22  -1.306
C: -2.56 1.50 -0.04  1.549
C: -3.32 2.73 -0.31  -1.173
C: -2.77 3.92 -0.08  -1.977
C: -1.36 3.96 0.43  -0.180
C: -0.54 2.81 -0.17  1.201
N: -1.27 1.49 -0.01  0.022
N: -1.67 -1.64 -0.04  -0.323
C: -1.17 -2.67 -1.00  -1.333
C: 0.25 -3.04 -0.65  1.057
C: 0.78 -4.28 -0.96  -0.964
C: 2.11 -4.52 -0.66  -0.425
C: 2.86 -3.53 -0.05  -1.080
C: 2.26 -2.32 0.24  0.008
N: 0.98 -2.07 -0.07  0.241
C: -1.97 -2.33 1.25  -1.228
C: -1.50 -1.49 2.39  0.917
C: -1.98 -1.63 3.68  -1.116
C: -1.35 -0.95 4.71  -0.542
C: -0.25 -0.17 4.41  -1.136
C: 0.15 -0.04 3.10  0.148
N: -0.48 -0.66 2.08  0.322
H: -3.71 -1.71 -0.61  0.486
H: -2.67 -0.71 -1.62  0.524
H: -4.38 0.41 0.00  0.788
H: -3.27 0.02 1.29  0.188
H: -4.35 2.63 -0.63  0.595
H: -3.33 4.83 -0.23  0.668
H: -0.90 4.92 0.19  1.218
H: 0.96 2.93 -1.71  -0.101
H: -1.81 -3.55 -0.99  0.530
H: -1.22 -2.24 -2.00  0.467
H: 0.16 -5.04 -1.42  0.524
H: 2.56 -5.48 -0.90  0.455
H: 3.90 -3.68 0.20  0.471
H: 2.80 -1.52 0.72  0.600
H: -3.02 -2.61 1.34  0.440
H: -1.39 -3.25 1.28  0.534
H: -2.81 -2.30 3.88  0.549
H: -1.70 -1.05 5.73  0.475
H: 0.31 0.33 5.19  0.539
H: 1.01 0.54 2.82  0.591
O: 3.44 0.18 -1.16  -0.647
C: 2.79 1.07 -0.70  0.103
O: 1.45 1.01 -0.50  -0.192
C: 3.30 2.42 -0.32  0.126
C: 4.57 2.82 -0.71  -0.958
C: 5.03 4.08 -0.36  -0.706
C: 4.22 4.94 0.36  -0.772
C: 2.95 4.55 0.77  -0.824
C: 2.48 3.28 0.42  0.521
P: 0.92 2.56 0.99  0.677
C: -0.15 3.06 -1.69  1.262
C: -0.59 2.06 -2.67  -0.305
C: -0.96 2.38 -3.94  -1.061
C: -0.98 3.73 -4.32  -0.453
C: -0.62 4.76 -3.45  -0.998
C: -0.25 4.45 -2.17  -0.296
C: 0.23 3.64 2.19  0.350
C: 0.84 4.17 3.33  -1.021
C: 0.15 5.07 4.10  -0.432
C: -1.21 5.46 3.82  -0.933
C: -1.87 4.88 2.80  -0.916
C: -1.23 3.82 1.97  0.565
H: 5.18 2.13 -1.28  0.568
H: 6.02 4.39 -0.66  0.460
H: 4.58 5.93 0.63  0.497
H: 2.34 5.23 1.34  0.525
H: -0.56 1.02 -2.37  0.373
H: -1.23 1.61 -4.65  0.542
H: -1.27 3.98 -5.34  0.487
H: -0.63 5.79 -3.79  0.547
H: 0.08 5.25 -1.52  0.410
H: 1.88 3.96 3.56  0.640
H: 0.65 5.54 4.94  0.508
H: -1.69 6.20 4.44  0.503
H: -2.91 5.11 2.61  0.576
H: -1.74 2.89 2.27  0.227

# 2
Computed, not measured: a 2-piece molecular cluster, C19H12Cl3O overall, with the ωB97M-V functional and the def2-TZVPD basis.

Computed properties:
* energy above the lowest of the compared OMol25 structures with the same formula, charge and spin: 0.00 kcal per mole
* charge: -1
* gap between HOMO and LUMO: 3.39 eV
* E_HOMO: -2.2 eV

Last column: natural (NBO) charge in e.
Element x y z (Å)
Cl: 1.97 -0.04 0.92  0.090
C: 3.06 0.89 -0.09  -0.199
Cl: 4.71 0.65 0.45  0.023
C: 2.94 0.34 -1.47  0.539
O: 3.58 -0.63 -1.80  -0.495
C: 2.02 1.01 -2.41  -0.170
C: 1.54 2.30 -2.12  0.028
C: 0.64 2.90 -3.00  -0.222
C: 0.23 2.24 -4.14  -0.177
C: 0.71 0.97 -4.42  -0.213
C: 1.60 0.37 -3.56  -0.131
C: 2.01 2.97 -0.92  -0.039
Cl: 1.68 4.65 -0.69  0.016
C: 2.72 2.33 0.02  -0.203
H: 0.27 3.88 -2.77  0.226
H: -0.47 2.71 -4.81  0.214
H: 0.39 0.46 -5.31  0.215
H: 1.99 -0.62 -3.76  0.237
H: 3.06 2.87 0.89  0.240
C: -0.24 -1.89 3.03  -0.409
C: -0.13 -3.24 2.73  -0.258
C: -1.34 -3.71 2.24  -0.387
C: -2.26 -2.62 2.23  -0.112
C: -1.57 -1.48 2.72  -0.035
C: -2.24 -0.25 2.82  -0.238
C: -3.57 -0.18 2.43  -0.296
C: -4.24 -1.30 1.95  -0.280
C: -3.60 -2.53 1.84  -0.220
H: 0.53 -1.25 3.43  0.177
H: 0.76 -3.83 2.86  0.181
H: -1.56 -4.72 1.92  0.180
H: -1.72 0.61 3.19  0.182
H: -4.09 0.76 2.49  0.179
H: -5.27 -1.22 1.65  0.177
H: -4.11 -3.40 1.47  0.182

# 3
Computed, not measured: C37H39N5O6 in the gas phase, with the ωB97M-V functional and the def2-TZVPD basis.

Computed properties:
* SMILES string: CCC1=C(OC(=O)N(CC)CC)N2C(=O)O/C(=N\CCc3c[nH]c4ccccc34)[C@]2(Cc2ccccc2)[C@H]2C1=CC[C@H]1C(=O)NC(=O)[C@H]12
* gap between HOMO and LUMO: 8.47 eV
* E_HOMO: -7.8 eV

Last column: natural (NBO) charge in e.
Element x y z (Å)
C: -2.92 -0.26 3.18  -0.611
H: -2.10 -0.78 3.66  0.207
H: -3.23 -0.85 2.32  0.231
H: -3.75 -0.20 3.88  0.205
C: -2.51 1.14 2.73  -0.417
C: -1.43 1.11 1.67  -0.136
C: -1.77 1.10 0.37  0.513
N: -0.81 1.12 -0.64  -0.510
C: -0.94 0.73 -1.94  0.931
O: -1.94 0.48 -2.55  -0.594
O: 0.30 0.74 -2.52  -0.496
C: 1.26 1.01 -1.57  0.579
N: 2.49 0.94 -1.71  -0.470
C: 3.11 0.52 -2.94  -0.229
H: 3.81 1.32 -3.22  0.203
H: 2.38 0.39 -3.75  0.185
C: 3.89 -0.78 -2.71  -0.412
C: 2.99 -1.91 -2.35  -0.114
C: 1.88 -2.33 -3.02  0.006
N: 1.31 -3.40 -2.38  -0.527
C: 2.02 -3.67 -1.25  0.200
C: 1.82 -4.61 -0.25  -0.262
C: 2.72 -4.65 0.79  -0.217
C: 3.81 -3.78 0.84  -0.254
C: 4.02 -2.83 -0.14  -0.205
C: 3.11 -2.76 -1.20  -0.115
H: 4.86 -2.16 -0.09  0.212
H: 4.50 -3.85 1.67  0.213
H: 2.59 -5.37 1.59  0.217
H: 0.98 -5.29 -0.30  0.214
H: 0.42 -3.79 -2.61  0.417
H: 1.44 -1.95 -3.91  0.214
H: 4.61 -0.61 -1.91  0.215
H: 4.44 -1.01 -3.63  0.218
C: 0.56 1.47 -0.32  0.165
C: 1.02 0.83 0.99  -0.308
C: -0.05 0.88 2.05  0.064
C: 0.35 0.49 3.27  -0.215
C: 1.70 -0.14 3.39  -0.430
H: 1.81 -0.63 4.36  0.240
H: 2.51 0.58 3.27  0.217
C: 1.79 -1.20 2.27  -0.320
C: 0.67 -2.22 2.49  0.716
O: 0.44 -2.85 3.49  -0.577
N: -0.04 -2.31 1.32  -0.650
C: 0.41 -1.50 0.31  0.727
O: -0.02 -1.50 -0.81  -0.603
C: 1.51 -0.63 0.88  -0.296
H: 2.38 -0.66 0.22  0.272
H: -0.86 -2.89 1.21  0.435
H: 2.75 -1.72 2.31  0.258
H: -0.30 0.48 4.12  0.218
H: 1.89 1.41 1.32  0.259
C: 0.64 3.02 -0.21  -0.445
C: 2.03 3.54 -0.05  0.062
C: 2.83 3.80 -1.16  -0.220
C: 4.13 4.24 -1.00  -0.197
C: 4.65 4.44 0.26  -0.215
C: 3.86 4.21 1.37  -0.212
C: 2.56 3.76 1.22  -0.239
H: 1.94 3.60 2.10  0.211
H: 4.26 4.38 2.36  0.213
H: 5.67 4.79 0.38  0.213
H: 4.73 4.44 -1.88  0.211
H: 2.42 3.66 -2.15  0.209
H: 0.02 3.32 0.64  0.229
H: 0.19 3.44 -1.12  0.221
O: -3.06 1.08 -0.09  -0.531
C: -3.54 -0.18 -0.39  0.923
O: -3.03 -1.18 0.06  -0.660
N: -4.63 -0.13 -1.16  -0.447
C: -5.11 1.11 -1.72  -0.211
C: -5.90 1.95 -0.71  -0.614
H: -5.26 2.23 0.12  0.216
H: -6.75 1.40 -0.33  0.204
H: -6.26 2.86 -1.19  0.210
H: -5.74 0.86 -2.57  0.199
H: -4.25 1.68 -2.08  0.227
C: -5.25 -1.38 -1.56  -0.208
C: -6.65 -1.55 -0.98  -0.615
H: -7.32 -0.79 -1.35  0.200
H: -7.04 -2.52 -1.26  0.215
H: -6.61 -1.49 0.11  0.212
H: -4.60 -2.18 -1.22  0.237
H: -5.29 -1.41 -2.66  0.191
H: -2.15 1.72 3.58  0.207
H: -3.38 1.65 2.31  0.219

# 4
Computed, not measured: a 9-piece molecular cluster, CH20N2O9 overall, with the ωB97M-V functional and the def2-TZVPD basis.

Computed properties:
* energy above the lowest of the compared OMol25 structures with the same formula, charge and spin: 32.83 kcal per mole
* SMILES string: NC(N)=O.O.O.O.O.O.O.O.O
* gap between HOMO and LUMO: 9.55 eV
* E_HOMO: -9.7 eV

Last column: natural (NBO) charge in e.
Element x y z (Å)
C: 0.42 1.58 5.26  0.741
O: -0.28 0.58 5.18  -0.675
N: 1.11 2.06 4.25  -0.839
N: 0.58 2.33 6.27  -0.812
H: 1.21 1.48 3.43  0.421
H: 1.43 3.00 4.41  0.369
H: 0.07 2.05 7.10  0.415
H: 1.04 3.21 6.10  0.380
O: 2.54 -1.02 -4.24  -0.943
H: 2.57 -0.06 -4.27  0.472
H: 2.80 -1.30 -5.12  0.472
O: 0.20 -3.76 -1.85  -0.940
H: 0.03 -4.70 -1.95  0.469
H: 0.75 -3.53 -2.60  0.472
O: -2.58 0.54 1.66  -0.951
H: -1.69 0.69 1.36  0.478
H: -2.72 1.21 2.34  0.473
O: 4.63 -2.66 -1.15  -0.936
H: 4.50 -2.26 -2.01  0.470
H: 4.28 -3.54 -1.24  0.467
O: -0.87 2.67 -3.60  -0.944
H: -0.18 3.32 -3.68  0.471
H: -0.93 2.26 -4.46  0.474
O: -4.10 0.34 -2.94  -0.947
H: -3.34 0.92 -2.87  0.466
H: -4.01 -0.27 -2.20  0.481
O: -3.19 -2.51 -0.38  -0.953
H: -3.04 -1.86 0.31  0.480
H: -2.37 -2.99 -0.44  0.473
O: 0.39 0.77 -0.51  -0.952
H: 0.68 0.03 -1.05  0.476
H: 0.09 1.42 -1.15  0.476

# 5
Computed, not measured: C10H14AsFNO6STi as an isolated structure, with the ωB97M-V functional and the def2-TZVPD basis.

Computed properties:
* energy above the lowest of the compared OMol25 structures with the same formula, charge and spin: 0.00 kcal per mole
* charge: -2
* spin multiplicity: 2
* gap between HOMO and LUMO (alpha / beta): 3.95 / 7.23 eV
* E_HOMO (alpha / beta): 1.2 / -2.1 eV
* expectation value of S²: 0.7632

Last column: natural (NBO) charge in e.
Element x y z (Å)
Ti: 0.24 -0.24 -0.51  1.505
O: -0.81 1.22 -3.55  -1.060
As: 0.85 0.79 -3.09  2.421
O: 1.84 1.68 -4.03  -1.175
O: 0.91 1.25 -1.42  -1.017
C: 0.91 -1.11 -3.48  -0.530
C: 0.38 -1.34 -4.75  -0.115
C: 0.32 -2.59 -5.33  -0.372
C: 0.80 -3.73 -4.60  -0.301
C: 1.34 -3.56 -3.35  -0.173
C: 1.45 -2.27 -2.76  -0.563
S: 1.90 -2.18 -1.14  2.385
O: 2.71 -3.30 -0.72  -0.975
O: 2.45 -0.83 -0.94  -0.962
O: 0.61 -2.11 -0.29  -0.953
H: -1.32 0.84 -2.83  0.509
H: -0.01 -0.48 -5.30  0.209
H: -0.10 -2.71 -6.32  0.179
H: 0.74 -4.72 -5.03  0.179
H: 1.70 -4.41 -2.79  0.211
F: 0.05 0.31 1.23  -0.602
C: -3.82 -0.26 -1.26  -0.602
C: -2.55 -1.10 -1.06  0.094
C: -2.49 -2.18 -2.15  -0.613
C: -2.64 -1.79 0.31  -0.624
N: -1.38 -0.26 -1.16  -0.848
H: -4.72 -0.89 -1.24  0.174
H: -3.77 0.27 -2.21  0.203
H: -3.89 0.48 -0.46  0.200
H: -3.39 -2.81 -2.14  0.170
H: -1.61 -2.81 -2.01  0.228
H: -2.39 -1.71 -3.14  0.215
H: -3.49 -2.49 0.33  0.174
H: -2.78 -1.04 1.09  0.203
H: -1.73 -2.34 0.52  0.227

# 6
Computed, not measured: C2H5N3O2 in the gas phase, with the ωB97M-V functional and the def2-TZVPD basis.

Computed properties:
* energy above the lowest of the compared OMol25 structures with the same formula, charge and spin: 174.38 kcal per mole
* SMILES string: C/N=[N+](\[O-])CN=O
* gap between HOMO and LUMO (alpha / beta): 9.14 / 9.14 eV
* E_HOMO (alpha / beta): -9.8 / -9.8 eV

Last column: natural (NBO) charge in e.
Element x y z (Å)
C: -1.97 -0.77 0.14  -0.469
C: 1.39 0.61 -0.42  -0.172
N: -0.63 -0.63 -0.27  -0.239
N: 2.21 0.11 0.64  0.139
N: -0.07 0.47 0.05  0.322
O: 3.02 -0.72 0.28  -0.251
O: -0.48 1.44 0.69  -0.449
H: -2.02 -0.28 1.27  0.222
H: -2.17 -1.79 0.05  0.215
H: -2.60 -0.24 -0.64  0.221
H: 1.73 1.74 -0.55  0.247
H: 1.60 0.04 -1.25  0.213

Table of calculated total energy (eV), in record order: -61743.1382; -59512.8665; -58741.0262; -22769.2623; -121882.4244; -10714.2484
Table of F_max (eV/A), in record order: 0.84; 1.53; 0.93; 5.65; 3.01; 3.87